1.
A molecular structure, C9H6O2 at a distorted geometry, computed with ωB97M-V with the def2-TZVPD basis set.

Element x y z (Å)
C 2.537 -0.138 -2.134
C 1.348 -0.260 -1.321
C 0.297 -0.870 -1.332
C -0.527 -0.467 -0.295
C -1.759 -0.743 0.330
C -2.063 0.018 1.508
C -1.387 1.037 2.072
C -0.059 1.221 1.568
C 0.369 0.586 0.424
H 3.710 0.209 -1.558
H 0.096 -1.896 -2.108
H -2.528 -1.525 -0.229
H -2.833 -0.368 1.991
H -1.840 1.284 2.769
H 0.621 1.901 1.878
O 2.492 -0.510 -3.328
O 1.525 0.520 -0.234

Results
**2S+1**: 1
**Energy above the lowest of the compared OMol25 structures with the same formula, charge and spin**: 131.99 kcal per mole
**LUMO level**: -0.413 eV
**Kohn-Sham gap**: 8.6 eV
**F_max**: 16.278 eV Å⁻¹

Here are the natural (NBO) charges for atoms 1 to 6, given in e:
1. C 0.40
2. C 0.11
3. C -0.20
4. C -0.11
5. C -0.18
6. C -0.20



2.
A gas-phase ion, C9H7BrClN2O2 (charge -1) at a distorted geometry, computed with ωB97M-V with the def2-TZVPD basis set.

Element x y z (Å)
N 3.408 1.354 -0.225
C 2.620 0.108 -0.378
C 1.137 0.312 -0.078
C 0.631 1.526 0.336
C -0.725 1.678 0.615
C -1.527 0.579 0.464
C -1.049 -0.675 0.007
C 0.315 -0.828 -0.275
Cl 1.043 -2.319 -0.810
C -2.241 -1.650 -0.069
O -2.351 -2.731 -0.567
N -3.265 -0.923 0.585
C -3.015 0.431 0.728
O -3.851 1.247 1.045
H 4.377 1.072 -0.093
H 3.151 1.718 0.692
H 2.983 -0.620 0.376
H 2.767 -0.368 -1.354
H 1.279 2.396 0.447
H -1.156 2.623 0.943
H -4.203 -1.222 0.348
Br -0.329 -3.708 -2.735

Results
**2S+1**: 1
**LUMO level**: 2.488 eV
**Kohn-Sham gap**: 5.5 eV
**F_max**: 2.404 eV Å⁻¹
**Charge**: -1

Here are the natural (NBO) charges for atoms 1 to 6, given in e:
1. N -0.82
2. C -0.24
3. C -0.04
4. C -0.21
5. C -0.20
6. C -0.15



> Look up the Kohn-Sham gap of the second one.

5.5 eV



> Which of these has the lowest F_max?

C9H7BrClN2O2